[1]
Formula: C5H14BClNPmZr
Source: the OMol25 dataset
Level of theory: ωB97M-V/def2-TZVPD

Values from the calculation:
**Orbital gap (alpha / beta)**: 0.21146 / 0.21605 hartree
**⟨S²⟩**: 6.009
**E_HOMO (alpha / beta)**: -7.570 / -7.583 eV
**Multiplicity**: 5
**Charge**: 0

Last column: Löwdin charge in e.
Cartesian coordinates (Å):
Pm1 0.829 0.516 -3.248  1.414
Cl1 1.019 2.134 -1.193  -0.205
C1 -1.060 0.193 -4.692  -0.374
C2 2.809 -0.637 -3.939  -0.369
H1 -0.943 -0.555 -5.467  -0.042
H2 -1.861 -0.118 -4.030  -0.049
H3 -1.352 1.131 -5.149  -0.047
H4 2.698 -1.339 -4.755  -0.040
H5 3.119 -1.183 -3.055  -0.048
H6 3.593 0.067 -4.183  -0.045
Zr1 0.204 0.169 1.118  1.241
C3 -1.613 1.261 0.507  -0.355
C4 -0.493 -1.819 1.383  -0.310
H7 -2.085 0.782 -0.371  -0.008
H8 -2.347 1.356 1.319  -0.001
H9 -1.273 2.263 0.195  -0.054
H10 0.137 -2.622 1.851  -0.062
H11 -1.535 -2.234 1.453  -0.053
B1 -0.002 0.017 5.882  -0.409
C5 0.057 0.233 4.375  -0.162
N1 0.123 0.426 3.200  -0.080
H12 -1.007 0.568 6.287  0.020
H13 0.987 0.562 6.317  0.016
H14 -0.005 -1.171 6.198  0.022

[2]
Formula: C5H14Br2ClFP
Source: the OMol25 dataset
Level of theory: ωB97M-V/def2-TZVPD

Values from the calculation:
**Orbital gap**: 0.25129 hartree
**E_HOMO**: -3.971 eV
**Charge**: -1

Last column: natural (NBO) charge in e.
Cartesian coordinates (Å):
C1 1.934 -0.124 -1.606  -0.606
C2 0.604 -0.468 -2.300  -0.453
C3 -0.504 -0.881 -1.318  -0.448
Cl1 -1.264 -2.459 -1.841  -0.168
P1 -1.864 0.505 -1.134  0.839
F1 -1.777 0.347 0.622  -0.700
H1 1.759 0.235 -0.582  0.216
H2 2.610 -0.994 -1.552  0.191
H3 2.473 0.675 -2.143  0.193
H4 0.251 0.411 -2.873  0.207
H5 0.763 -1.275 -3.031  0.205
H6 -0.084 -1.112 -0.330  0.200
H7 -2.925 -0.472 -1.118  -0.152
H8 -2.798 1.603 -0.964  -0.160
H9 -0.727 1.427 -1.038  -0.183
H10 -1.907 0.642 -2.580  -0.161
Br1 1.296 -1.788 2.592  -0.024
C4 0.425 -0.319 3.522  -0.440
C5 0.165 0.863 2.627  -0.461
Br2 1.808 1.796 2.161  -0.059
H11 1.071 -0.066 4.359  0.213
H12 -0.519 -0.716 3.890  0.228
H13 -0.455 1.591 3.146  0.220
H14 -0.316 0.594 1.686  0.304

[3]
Formula: C5H14ClIO2OsP
Source: the OMol25 dataset
Level of theory: ωB97M-V/def2-TZVPD

Values from the calculation:
**Orbital gap (alpha / beta)**: 0.27930 / 0.21913 hartree
**⟨S²⟩**: 6.038
**E_HOMO (alpha / beta)**: -22.461 / -22.431 eV
**Multiplicity**: 5
**Charge**: +3
**Energy relative to the best compared isomer or geometry (same formula, charge and spin)**: 58.8 kcal per mole

Last column: natural (NBO) charge in e.
Cartesian coordinates (Å):
C1 -2.422 -1.190 1.530  -0.859
I1 -2.182 1.496 2.233  0.798
H1 -3.244 -1.077 2.268  0.329
H2 -1.876 -2.108 1.862  0.297
H3 -2.900 -1.214 0.540  0.299
Os1 -0.629 -0.292 1.295  0.730
P1 0.452 0.599 -0.756  1.141
C2 0.051 -0.262 -2.376  -0.932
C3 -0.232 2.323 -1.034  -0.906
H4 2.769 1.171 -0.156  0.275
H5 2.486 1.724 -1.823  0.328
H6 2.761 0.000 -1.503  0.286
C4 2.278 0.908 -1.103  -0.891
H7 0.137 2.964 -0.216  0.273
H8 0.054 2.790 -1.997  0.327
H9 -0.020 0.411 -3.253  0.331
H10 -0.916 -0.775 -2.269  0.251
H11 -1.329 2.257 -0.974  0.254
H12 0.821 -1.023 -2.601  0.289
C5 -0.520 -1.902 0.279  0.532
O1 -0.451 -2.861 -0.372  -0.210
Cl1 1.426 1.038 2.102  -0.128
O2 0.783 -1.641 2.799  -0.883
H13 1.435 -1.041 3.212  0.545
H14 1.270 -2.298 2.311  0.523

[4]
Formula: C5H14ClN2O2S2
Source: the OMol25 dataset
Level of theory: ωB97M-V/def2-TZVPD

Values from the calculation:
**Orbital gap**: 0.33920 hartree
**E_HOMO**: -13.542 eV
**SMILES string**: CCNS(=O)(=O)[N@@+](C)(CC)SCl
**Charge**: +1
**Energy relative to the best compared isomer or geometry (same formula, charge and spin)**: 17.3 kcal per mole

Last column: natural (NBO) charge in e.
Cartesian coordinates (Å):
C1 -1.381 -2.946 -0.344  -0.606
C2 1.145 2.882 -0.684  -0.668
C3 0.427 0.091 -1.146  -0.481
C4 -2.165 -1.764 0.257  -0.217
C5 1.638 1.790 0.251  -0.260
N1 -1.199 -1.067 1.132  -0.871
N2 0.959 0.466 0.134  -0.544
O1 -1.633 1.243 0.382  -0.856
O2 -0.485 0.847 2.567  -0.819
S1 1.806 -0.896 0.876  0.437
S2 -0.797 0.445 1.193  2.377
Cl1 3.712 -0.584 0.994  -0.029
H1 -1.308 -3.743 0.327  0.228
H2 -1.938 -3.189 -1.264  0.239
H3 -0.464 -2.507 -0.648  0.199
H4 1.631 3.072 -1.639  0.242
H5 0.049 2.940 -0.935  0.242
H6 1.407 3.790 -0.163  0.256
H7 0.030 1.054 -1.693  0.265
H8 1.158 -0.376 -1.859  0.254
H9 -0.396 -0.594 -1.035  0.223
H10 -2.440 -1.136 -0.537  0.222
H11 -3.099 -1.982 0.737  0.237
H12 1.417 2.092 1.284  0.253
H13 2.708 1.659 -0.004  0.246
H14 -0.782 -1.587 1.817  0.432

[5]
Formula: C5H14ClN2O2S2
Source: the OMol25 dataset
Level of theory: ωB97M-V/def2-TZVPD

Values from the calculation:
**Orbital gap**: 0.35248 hartree
**E_HOMO**: -13.589 eV
**SMILES string**: CCN(C)S(=O)(=O)[N@@H+](CC)SCl
**Charge**: +1
**Energy relative to the best compared isomer or geometry (same formula, charge and spin)**: 25.1 kcal per mole

Last column: natural (NBO) charge in e.
Cartesian coordinates (Å):
C1 -1.778 -2.447 0.380  -0.614
C2 2.487 1.461 -1.577  -0.605
C3 -0.765 1.381 -1.433  -0.403
C4 -0.508 -1.659 0.613  -0.254
C5 1.559 0.319 -1.099  -0.247
N1 -0.831 -0.500 1.395  -0.711
N2 0.314 0.733 -0.609  -0.687
O1 -0.555 2.092 1.362  -0.881
O2 1.489 0.772 1.698  -0.853
S1 -0.867 -0.905 3.204  0.475
S2 0.266 0.998 1.022  2.414
Cl1 -1.531 0.698 3.983  -0.015
H1 -1.513 -3.293 -0.112  0.241
H2 -2.137 -2.716 1.443  0.234
H3 -2.396 -1.866 -0.314  0.220
H4 2.278 2.234 -0.795  0.215
H5 3.438 1.007 -1.584  0.242
H6 1.987 1.804 -2.556  0.218
H7 -0.261 2.082 -2.163  0.237
H8 -1.061 0.445 -2.002  0.208
H9 -1.516 1.783 -0.873  0.233
H10 0.114 -2.202 1.185  0.215
H11 0.075 -1.367 -0.252  0.242
H12 2.075 -0.212 -0.271  0.233
H13 1.398 -0.512 -1.775  0.205
H14 -1.761 -0.130 1.129  0.439

[6]
Formula: C5H14ClO3Y
Source: the OMol25 dataset
Level of theory: ωB97M-V/def2-TZVPD

Values from the calculation:
**Orbital gap**: 0.08739 hartree
**E_HOMO**: -14.927 eV
**Charge**: +2
**Energy relative to the best compared isomer or geometry (same formula, charge and spin)**: 56.6 kcal per mole

Last column: natural (NBO) charge in e.
Cartesian coordinates (Å):
Y1 3.768 -3.643 0.217  2.344
Cl1 2.119 -1.580 0.692  -0.550
C1 1.637 1.907 -2.468  -0.630
C2 1.024 2.251 -1.079  0.077
C3 -0.258 1.593 -0.842  -0.636
O1 1.927 1.901 -0.047  -0.663
H1 1.577 0.830 -2.626  0.174
H2 2.674 2.196 -2.635  0.228
H3 1.077 2.366 -3.283  0.235
H4 0.860 3.329 -1.076  0.205
H5 -0.914 1.795 -1.689  0.236
H6 -0.737 1.977 0.059  0.228
H7 -0.269 0.513 -0.698  0.182
H8 1.981 0.943 -0.082  0.426
C4 -1.558 -0.907 2.079  -0.097
C5 -2.429 -1.923 1.278  -0.092
O2 -1.690 -2.359 0.165  -0.686
O3 -0.474 -1.665 2.674  -0.677
H9 -2.163 -0.386 2.820  0.217
H10 -1.124 -0.159 1.415  0.180
H11 -3.321 -1.431 0.890  0.209
H12 -2.738 -2.800 1.847  0.194
H13 -1.149 -3.110 0.421  0.455
H14 0.181 -1.637 1.972  0.439

[7]
Formula: C5H14F2HgINNb
Source: the OMol25 dataset
Level of theory: ωB97M-V/def2-TZVPD

Values from the calculation:
**Orbital gap**: 0.14944 hartree
**E_HOMO**: -12.275 eV
**Charge**: +1

Last column: natural (NBO) charge in e.
Cartesian coordinates (Å):
C1 0.335 0.886 3.130  -0.629
C2 0.780 1.301 1.742  -0.224
N1 -0.385 1.598 0.857  -0.821
Nb1 -0.573 1.085 -0.971  1.672
F1 -2.424 1.524 -0.955  -0.601
F2 -0.762 0.529 -2.874  -0.655
C3 -0.803 -1.191 -0.427  -0.526
I1 -2.803 -1.523 -0.776  0.545
C4 0.087 -2.046 -1.317  -0.488
C5 1.587 -1.843 -1.104  -0.621
H1 1.185 0.823 3.806  0.245
H2 -0.161 -0.088 3.125  0.200
H3 -0.375 1.605 3.542  0.221
H4 1.380 2.208 1.788  0.227
H5 1.404 0.526 1.293  0.196
H6 -1.232 1.341 1.377  0.412
H7 1.188 1.136 -1.168  -0.294
H8 -0.438 2.789 -1.604  0.031
H9 -0.638 -1.319 0.642  0.245
H10 -0.185 -1.913 -2.365  0.245
H11 -0.149 -3.081 -1.051  0.259
H12 2.132 -2.436 -1.836  0.246
H13 1.897 -2.191 -0.119  0.218
H14 1.897 -0.807 -1.230  0.232
Hg1 -2.943 1.084 -3.505  0.665

[8]
Formula: C5H14FInN3
Source: the OMol25 dataset
Level of theory: ωB97M-V/def2-TZVPD

Values from the calculation:
**Orbital gap**: 0.27875 hartree
**E_HOMO**: -4.421 eV
**Charge**: -1

Last column: Löwdin charge in e.
Cartesian coordinates (Å):
C1 2.604 1.485 0.431  -0.174
N1 2.964 0.261 -0.275  -0.228
C2 1.839 -0.397 -0.965  -0.329
In1 0.341 -1.201 0.435  0.807
N2 0.570 -3.307 0.672  -0.204
F1 0.611 -0.364 2.259  -0.492
C3 -1.773 -0.710 -0.030  -0.235
C4 -2.145 0.718 0.222  -0.560
C5 -3.009 1.403 -0.814  -0.086
N3 -1.796 1.404 1.239  0.098
H1 1.569 1.427 0.772  0.045
H2 2.691 2.395 -0.188  0.066
H3 3.217 1.613 1.330  0.067
H4 3.680 0.479 -0.958  0.073
H5 2.238 -1.262 -1.511  0.022
H6 1.380 0.268 -1.722  0.026
H7 0.523 -3.749 -0.244  -0.085
H8 -0.242 -3.666 1.173  -0.080
H9 -2.386 -1.354 0.613  0.039
H10 -1.999 -0.997 -1.065  0.024
H11 -2.656 1.185 -1.828  0.065
H12 -4.035 1.023 -0.739  0.070
H13 -3.014 2.482 -0.649  0.060
H14 -1.171 0.862 1.841  0.011